No. 1
A molecular structure, C46H52BaClN7Se. Source: the Open Molecules 2025 dataset; level of theory: ωB97M-V with the def2-TZVPD basis set.

```
108
C46H52BaClN7Se (ωB97M-V with the def2-TZVPD basis set)
Ba -0.65 -0.71 0.43
C 1.06 -5.30 4.50
C 2.28 -4.57 3.93
C 1.98 -3.84 2.65
C 2.21 -4.25 1.38
C 2.90 -5.51 0.93
C 4.38 -5.30 0.60
C 1.71 -3.19 0.50
C 1.84 -3.15 -0.90
C 1.56 -2.09 -1.79
C 1.90 -2.07 -3.21
C 2.53 -3.20 -3.97
C 4.05 -3.28 -3.77
C 1.55 -0.84 -3.68
C 0.99 -0.11 -2.53
C 0.58 1.24 -2.55
C 0.18 2.04 -1.47
N 0.04 1.61 -0.19
C -0.23 2.68 0.59
C -0.36 2.64 1.99
C -0.12 1.57 2.86
N 0.32 0.34 2.49
C 0.50 -0.39 3.62
C 0.98 -1.70 3.65
C 1.33 -2.53 2.57
N 1.17 -2.20 1.26
C 0.13 0.42 4.79
C -0.26 1.63 4.32
C -0.77 2.80 5.10
C 0.30 3.87 5.35
C 0.20 -0.05 6.21
C 1.59 0.12 6.85
C -0.31 3.88 -0.25
C -0.06 3.49 -1.52
C -0.10 4.33 -2.76
C -1.43 4.17 -3.53
C -0.57 5.27 0.26
C 0.70 5.92 0.84
N 1.00 -0.90 -1.44
C 1.71 -0.30 -5.06
C 2.96 0.57 -5.23
H 1.28 -5.80 5.45
H 0.70 -6.06 3.79
H 0.23 -4.60 4.67
H 3.09 -5.29 3.75
H 2.66 -3.87 4.68
H 2.39 -5.91 0.06
H 2.82 -6.26 1.71
H 4.50 -4.56 -0.21
H 4.87 -6.23 0.28
H 4.92 -4.91 1.47
H 2.28 -4.04 -1.35
H 2.32 -3.08 -5.04
H 2.07 -4.14 -3.67
H 4.54 -2.37 -4.14
H 4.49 -4.14 -4.30
H 4.30 -3.37 -2.71
H 0.63 1.74 -3.52
H -0.66 3.58 2.46
H 1.13 -2.13 4.64
H -1.17 2.46 6.05
H -1.61 3.25 4.56
H 1.14 3.45 5.92
H -0.10 4.72 5.92
H 0.71 4.25 4.41
H -0.10 -1.10 6.27
H -0.54 0.50 6.81
H 2.34 -0.42 6.26
H 1.61 -0.25 7.87
H 1.88 1.18 6.86
H 0.73 4.06 -3.42
H 0.04 5.38 -2.50
H -1.61 3.12 -3.78
H -1.42 4.75 -4.46
H -2.27 4.51 -2.92
H -1.34 5.24 1.03
H -0.96 5.89 -0.55
H 1.12 5.29 1.63
H 0.49 6.91 1.25
H 1.46 6.02 0.06
H 0.82 0.27 -5.33
H 1.75 -1.13 -5.77
H 2.93 1.43 -4.55
H 3.05 0.95 -6.26
H 3.86 0.00 -5.00
N -2.45 0.51 -3.75
C -3.81 0.58 -3.58
C -4.68 0.34 -4.62
C -6.08 0.44 -4.45
C -6.62 0.78 -3.24
C -5.75 1.02 -2.14
C -6.24 1.31 -0.84
C -5.37 1.50 0.18
C -3.97 1.43 -0.07
N -3.48 1.16 -1.26
C -4.36 0.94 -2.30
H -2.16 -0.24 -4.37
H -1.95 0.48 -2.87
H -4.27 0.04 -5.58
H -6.73 0.24 -5.30
H -7.70 0.84 -3.10
H -7.31 1.35 -0.67
H -5.70 1.68 1.19
H -3.27 1.58 0.74
Cl -2.95 -0.50 2.48
Se -2.30 -3.14 -4.40
C -2.08 -2.57 -2.67
N -1.90 -2.14 -1.59
```

Properties
**HOMO**: -1.603 eV
**Total charge**: -2
**Gap between HOMO and LUMO**: 5.63 eV
**DFT total energy**: -137546.846 eV
**Relative energy (zero: lowest compared OMol25 entry of this formula, charge and spin)**: 82.2 kJ/mol

***

No. 2
A molecular structure, C46H53Br2F4N10O2Zr. Source: the Open Molecules 2025 dataset; level of theory: ωB97M-V with the def2-TZVPD basis set.

```
118
C46H53Br2F4N10O2Zr (ωB97M-V with the def2-TZVPD basis set)
Zr 0.17 0.63 1.41
C -3.60 -1.23 3.98
N -2.65 -0.13 3.86
C -3.34 1.11 4.21
C -1.53 -0.38 4.77
C -0.28 0.53 4.64
N -0.11 1.32 3.42
C -0.22 2.69 3.54
C -0.94 3.38 2.56
F -1.59 2.63 1.61
C -1.08 4.75 2.52
F -1.80 5.30 1.54
C -0.50 5.53 3.50
C 0.20 4.88 4.49
F 0.80 5.60 5.45
C 0.35 3.51 4.52
F 1.11 2.96 5.48
H -4.00 -1.33 5.00
H -4.45 -1.06 3.31
H -3.11 -2.17 3.71
H -3.83 1.04 5.19
H -2.64 1.94 4.24
H -4.10 1.34 3.46
H -1.90 -0.32 5.81
H -1.24 -1.42 4.60
H -0.24 1.18 5.51
H 0.59 -0.14 4.75
H -0.59 6.61 3.49
N -2.45 -1.53 -3.61
C -2.51 -1.69 -2.11
C -2.96 -3.08 -1.75
C -2.67 -3.24 -0.25
N -1.23 -3.15 -0.04
C -3.46 -2.18 0.52
C -3.38 -0.72 0.05
N -2.27 0.04 0.70
C -3.42 -0.64 -1.49
H -1.92 -2.30 -4.04
H -1.98 -0.66 -3.85
H -3.38 -1.53 -4.03
H -1.49 -1.57 -1.76
H -2.40 -3.83 -2.30
H -4.03 -3.22 -1.96
H -3.07 -4.21 0.07
H -0.81 -4.07 -0.06
H -1.01 -2.72 0.85
H -3.21 -2.23 1.58
H -4.51 -2.47 0.44
H -4.30 -0.25 0.40
H -2.32 -0.20 1.71
H -2.56 1.01 0.70
H -3.18 0.37 -1.82
H -4.45 -0.85 -1.81
Br -0.83 -4.13 3.51
C 0.85 -3.38 3.11
C 2.01 -4.12 3.42
C 3.25 -3.66 3.08
Br 4.78 -4.69 3.50
C 3.39 -2.42 2.39
C 4.60 -1.88 1.90
C 4.59 -0.71 1.20
C 3.38 -0.03 1.00
N 2.23 -0.50 1.46
C 2.22 -1.68 2.14
C 0.92 -2.14 2.51
O -0.10 -1.39 2.17
H 1.91 -5.07 3.93
H 5.53 -2.42 2.08
H 5.50 -0.28 0.81
H 3.33 0.92 0.48
C 0.52 4.28 -1.06
C 1.86 4.10 -0.40
C 2.90 4.96 -0.76
C 4.09 4.99 -0.06
C 4.21 4.19 1.07
C 3.21 3.31 1.46
C 3.35 2.59 2.78
C 2.05 3.18 0.66
N 1.10 2.22 0.93
H 0.57 4.17 -2.14
H 0.14 5.28 -0.85
H -0.21 3.58 -0.65
H 2.74 5.64 -1.59
H 4.89 5.66 -0.35
H 5.10 4.27 1.69
H 3.85 3.24 3.50
H 3.93 1.67 2.73
H 2.37 2.32 3.17
C -2.36 -4.10 -5.97
C -1.18 -3.17 -5.85
C -1.02 -2.08 -6.70
C 0.10 -1.27 -6.63
C 1.11 -1.53 -5.70
N 2.28 -0.74 -5.76
C 3.31 -0.73 -4.83
O 4.47 -0.73 -5.16
N 2.94 -0.66 -3.49
C 1.82 0.02 -2.99
C 1.15 1.01 -3.70
C 0.09 1.67 -3.09
C -0.24 1.34 -1.79
N 0.41 0.42 -1.09
C 1.39 -0.26 -1.69
C 0.95 -2.59 -4.82
C -0.17 -3.40 -4.91
H -3.10 -3.71 -6.66
H -2.84 -4.26 -5.00
H -2.04 -5.08 -6.33
H -1.77 -1.87 -7.45
H 0.21 -0.44 -7.32
H 2.64 -0.58 -6.69
H 3.74 -0.70 -2.89
H 1.48 1.29 -4.70
H -0.43 2.47 -3.60
H -1.02 1.89 -1.27
H 1.88 -1.04 -1.12
H 1.72 -2.82 -4.10
H -0.25 -4.25 -4.24
```

Properties
**HOMO**: -8.469 eV
**Total charge**: +1
**Gap between HOMO and LUMO**: 5.72 eV
**DFT total energy**: -219792.381 eV
**Relative energy (zero: lowest compared OMol25 entry of this formula, charge and spin)**: 138.1 kJ/mol

***

No. 3
A molecular structure, C46H54Cl2F9IMgN2O17S2. Source: the Open Molecules 2025 dataset; level of theory: ωB97M-V with the def2-TZVPD basis set.

```
134
C46H54Cl2F9IMgN2O17S2 (ωB97M-V with the def2-TZVPD basis set)
C 1.52 3.82 0.89
C 1.10 2.53 1.36
C 1.59 1.26 0.54
C 0.63 0.54 -0.41
C -0.88 0.86 -0.73
O -1.50 1.97 -0.06
C -2.02 1.66 1.22
C -2.32 2.93 2.18
O -2.30 0.52 1.67
C 1.25 -0.68 -1.20
I -0.05 -1.79 -2.59
C 2.71 -1.13 -1.06
C 3.66 -0.36 -0.06
C 3.10 0.84 0.73
C 4.08 1.59 1.75
C 3.87 0.82 3.15
C 3.14 1.81 4.19
S 2.00 0.89 5.33
C 0.28 1.47 4.98
S -0.57 0.61 3.77
N -0.39 2.60 5.62
C -1.74 2.25 6.17
C -2.95 3.02 5.40
C 0.48 3.29 6.63
C 1.55 4.23 5.83
C 5.18 -0.87 0.02
O 5.82 -0.97 1.10
C 5.81 -1.27 -1.41
C 7.28 -0.91 -1.75
C 8.31 -0.18 -0.77
O 8.38 1.24 -1.17
N 7.10 1.65 -1.38
O 7.06 2.59 -2.12
C 7.78 -1.29 -3.17
C 6.84 -2.00 -4.21
C 7.52 -2.27 -5.65
C 7.67 -0.82 -6.35
C 6.43 -0.47 -7.34
C 5.33 0.47 -6.58
C 5.36 -2.41 -3.87
C 4.42 -3.14 -4.93
C 2.97 -2.49 -5.12
C 1.91 -3.71 -5.11
Cl 2.80 -1.72 -6.82
C 4.88 -2.01 -2.43
C 3.39 -2.33 -1.89
O 2.85 -3.44 -2.09
H 2.64 4.05 0.76
H 0.79 4.65 0.59
H 0.42 2.48 2.28
H -1.47 -0.13 -0.62
H -0.94 1.09 -1.86
H -3.43 3.05 2.40
H -1.65 2.86 3.10
H -1.99 3.88 1.62
H 3.92 2.71 1.81
H 5.18 1.42 1.45
H 4.86 0.46 3.63
H 3.26 -0.12 2.92
H 3.95 2.32 4.82
H 2.58 2.62 3.60
H -1.95 1.12 6.20
H -1.77 2.62 7.25
H -3.50 3.73 6.12
H -3.65 2.18 5.02
H -2.58 3.67 4.53
H 1.00 2.57 7.36
H -0.12 4.02 7.29
H 2.58 3.80 6.05
H 1.43 5.31 6.18
H 1.27 4.14 4.72
H 9.37 -0.61 -0.90
H 8.05 -0.26 0.33
H 8.85 -1.04 -3.45
H 8.58 -2.69 -5.47
H 6.96 -3.04 -6.27
H 8.69 -0.69 -6.89
H 7.65 0.01 -5.55
H 5.97 -1.39 -7.83
H 6.87 0.22 -8.16
H 5.82 1.42 -6.16
H 4.82 -0.10 -5.72
H 4.50 0.80 -7.30
H 4.93 -3.12 -5.97
H 4.39 -4.25 -4.63
H 2.72 -1.65 -4.39
H 1.10 -3.57 -5.92
H 1.35 -3.83 -4.12
H 2.43 -4.71 -5.35
O -3.06 -1.49 2.92
H -3.69 -1.12 2.26
H -3.51 -1.66 3.79
H -2.27 -0.91 3.04
O -1.49 -6.96 -2.24
Cl -0.41 -6.00 -2.17
O -0.77 -4.94 -1.25
O -0.19 -5.43 -3.48
O 0.79 -6.65 -1.71
C -8.21 -4.23 2.94
C -7.57 -3.53 3.89
C -6.09 -3.39 3.88
O -5.53 -2.73 4.75
C -5.34 -4.05 2.81
C -5.97 -4.75 1.86
C -7.45 -4.87 1.85
O -8.00 -5.50 0.97
O -5.27 -5.37 0.86
O -8.25 -2.93 4.90
H -9.29 -4.34 2.93
H -4.27 -3.95 2.83
H -5.95 -5.81 0.29
H -7.58 -2.50 5.45
Mg -3.31 -4.72 1.40
F -6.94 -4.13 -0.38
O -11.16 -4.26 3.11
H -11.67 -4.95 3.53
C -7.27 3.85 -0.28
C -6.83 5.15 -0.98
C -7.03 5.22 -2.50
F -6.38 4.25 -3.16
F -6.55 6.40 -2.98
F -5.54 5.42 -0.64
F -7.57 6.16 -0.43
O -6.26 2.85 -0.03
C -5.91 1.99 -1.10
C -4.49 2.22 -1.63
F -4.27 3.50 -1.97
F -4.25 1.47 -2.73
F -6.85 2.07 -2.06
F -6.00 0.73 -0.61
H -7.59 4.14 0.72
H -8.15 3.41 -0.74
H -8.09 5.16 -2.75
H -3.75 1.96 -0.87
```

Properties
**HOMO**: -7.012 eV
**Gap between HOMO and LUMO**: 1.89 eV
**DFT total energy**: -171045.675 eV

***

No. 4
A molecular structure, C46H54ClIrN5O6. Source: the Open Molecules 2025 dataset; level of theory: ωB97M-V with the def2-TZVPD basis set.

```
113
C46H54ClIrN5O6 (ωB97M-V with the def2-TZVPD basis set)
Ir 0.04 1.03 0.13
C 3.70 -0.68 -4.35
C 3.87 -0.74 -2.83
C 4.71 -1.98 -2.47
C 4.51 0.52 -2.28
C 5.64 1.03 -2.92
C 6.25 2.18 -2.47
C 5.76 2.84 -1.36
C 4.65 2.35 -0.66
C 4.26 3.06 0.62
C 2.80 3.50 0.72
C 4.67 2.21 1.84
C 4.04 1.20 -1.14
N 2.90 0.68 -0.45
C 2.98 -0.50 0.21
O 4.08 -0.99 0.46
C 1.76 -1.32 0.60
C 2.03 -2.49 1.29
C 1.00 -3.35 1.59
C -0.28 -3.06 1.14
C -0.48 -1.87 0.48
N 0.51 -1.00 0.25
C -1.86 -1.66 -0.10
O -2.37 -2.60 -0.67
N -2.58 -0.50 0.04
C -3.97 -0.48 -0.40
C -5.01 -0.96 0.41
C -6.31 -0.82 -0.08
C -6.57 -0.31 -1.34
C -5.52 0.04 -2.16
C -4.21 -0.03 -1.71
C -3.10 0.29 -2.69
C -2.89 -0.89 -3.65
C -3.35 1.56 -3.49
C -4.97 -1.73 1.74
C -5.36 -0.86 2.95
C -3.77 -2.62 2.04
H 3.04 -1.49 -4.69
H 4.65 -0.82 -4.86
H 3.28 0.26 -4.70
H 2.88 -0.85 -2.39
H 5.68 -1.93 -2.98
H 4.20 -2.88 -2.81
H 4.88 -2.05 -1.40
H 6.03 0.52 -3.79
H 7.12 2.57 -2.99
H 6.24 3.73 -1.00
H 4.87 3.97 0.64
H 2.14 2.68 1.01
H 2.44 3.91 -0.23
H 2.72 4.28 1.49
H 4.19 1.23 1.81
H 4.36 2.70 2.76
H 5.75 2.07 1.86
H 3.06 -2.68 1.57
H 1.19 -4.26 2.16
H -1.11 -3.74 1.28
H -7.13 -1.16 0.53
H -7.60 -0.24 -1.69
H -5.73 0.37 -3.17
H -2.17 0.41 -2.13
H -3.74 -0.98 -4.34
H -2.79 -1.83 -3.12
H -1.99 -0.73 -4.25
H -4.28 1.51 -4.05
H -2.55 1.71 -4.21
H -3.40 2.45 -2.86
H -5.80 -2.43 1.62
H -4.63 -0.07 3.13
H -5.41 -1.48 3.84
H -6.33 -0.40 2.80
H -2.90 -2.09 2.43
H -3.47 -3.19 1.16
H -4.06 -3.34 2.81
C 0.32 1.20 -5.21
C 0.45 1.36 -3.70
C 0.59 2.79 -3.23
C 1.40 3.69 -3.92
C 1.58 4.98 -3.46
C 0.99 5.38 -2.27
C 0.20 4.51 -1.53
C -0.26 4.94 -0.16
C -1.37 5.99 -0.18
C -0.02 3.23 -2.07
N -0.80 2.31 -1.28
C -2.01 2.60 -0.98
C -2.61 1.94 0.16
C -3.15 2.64 1.18
C -2.99 1.89 2.39
C -2.38 0.73 2.08
N -2.06 0.68 0.69
H 0.12 0.16 -5.47
H 1.23 1.49 -5.73
H -0.49 1.81 -5.61
H 1.33 0.82 -3.35
H -0.39 0.89 -3.20
H 1.90 3.37 -4.83
H 2.21 5.66 -4.01
H 1.19 6.37 -1.88
H 0.61 5.36 0.35
H -0.55 4.09 0.45
H -1.07 6.87 -0.75
H -1.62 6.31 0.83
H -2.28 5.60 -0.65
H -2.52 3.45 -1.42
H -3.50 3.66 1.10
H -3.28 2.20 3.38
H -2.11 -0.10 2.70
O 0.72 2.21 3.27
Cl 0.95 0.97 2.56
O 0.07 -0.09 3.10
O 2.33 0.55 2.73
O 1.75 1.38 -0.79
```

Properties
**Spin multiplicity**: 2
**HOMO (alpha / beta)**: -7.538 / -7.648 eV
**Gap between HOMO and LUMO (alpha / beta)**: 6.67 / 6.60 eV
**DFT total energy**: -83666.509 eV
**Relative energy (zero: lowest compared OMol25 entry of this formula, charge and spin)**: 175.2 kJ/mol